Formula: C5H4ClN
Source: OMol25
Level of theory: the ωB97M-V functional and the def2-TZVPD basis

Output
- Energy above the lowest of the compared OMol25 structures with the same formula, charge and spin: 4.114 eV
- Lowest unoccupied orbital energy (alpha / beta): 0.5 / -4.6 eV
- HOMO (alpha / beta): -7.482 / -10.545 eV
- Molar mass: 113.55 Da

```
! RIJCOSX wB97M-V def2-TZVPD def2/J DEFGRID3
* xyz 0 3
C -1.822 1.657 0.046
C 1.315 0.447 0.101
C 0.575 -0.554 -0.735
C -0.199 -1.173 0.452
C -0.176 0.281 0.176
N -2.854 2.137 -0.008
Cl -1.546 -2.066 -0.082
H 1.866 0.062 0.855
H 1.815 1.402 -0.313
H 0.620 -0.755 -1.744
H 0.405 -1.438 1.252
*
```

***

Formula: C9H27ClI2LaP3
Source: OMol25
Level of theory: the ωB97M-V functional and the def2-TZVPD basis

Output
- Energy above the lowest of the compared OMol25 structures with the same formula, charge and spin: 2.026 eV
- Lowest unoccupied orbital energy (alpha / beta): -9.9 / -10.9 eV
- HOMO (alpha / beta): -14.444 / -14.442 eV
- Molar mass: 656.40 Da

```
! RIJCOSX wB97M-V def2-TZVPD def2/J DEFGRID3
* xyz 2 1
I 0.711 -3.118 0.515
I 0.697 3.105 -0.824
La 0.848 -0.010 -0.194
P 1.910 0.506 2.229
C 0.499 0.729 3.344
C 2.935 -0.903 2.708
H 3.472 -0.492 3.591
H 3.451 1.988 3.075
H 3.610 -1.147 1.863
H 3.596 1.889 1.230
H -0.121 -0.192 3.381
H 2.292 -1.774 2.917
C 2.917 1.999 2.099
H 1.007 0.936 4.306
H 2.264 2.873 1.935
H -0.135 1.577 3.007
P 0.384 -0.588 -2.782
C -1.419 -0.650 -2.946
C 1.118 0.717 -3.784
H 2.192 -2.161 -2.764
H 1.086 -2.199 -4.251
H 0.596 -2.984 -2.626
C 1.150 -2.181 -3.141
H 2.167 0.863 -3.456
H 1.033 0.272 -4.800
H -1.539 -0.890 -4.022
H -1.867 0.328 -2.671
H 0.560 1.658 -3.637
H -1.841 -1.433 -2.281
Cl 3.421 -0.159 -0.941
C -3.865 -0.148 -0.321
P -2.143 0.019 0.275
C -2.318 1.798 0.801
C -2.288 -1.323 1.557
H -4.018 0.592 -1.120
H -4.515 0.051 0.537
H -3.989 -1.175 -0.689
H -3.263 1.967 1.275
H -1.468 2.147 1.416
H -2.245 2.391 -0.126
H -3.229 -1.260 2.070
H -2.223 -2.269 0.996
H -1.430 -1.350 2.250
*
```

***

Formula: C10H16O
Source: OMol25
Level of theory: the ωB97M-V functional and the def2-TZVPD basis

Output
- Energy above the lowest of the compared OMol25 structures with the same formula, charge and spin: 1.009 eV
- Lowest unoccupied orbital energy: 0.8 eV
- HOMO: -8.571 eV
- Molar mass: 152.24 Da

```
! RIJCOSX wB97M-V def2-TZVPD def2/J DEFGRID3
* xyz 0 1
C -1.658 2.326 -0.853
C 1.641 1.209 0.678
C 0.307 1.553 0.557
C 2.379 0.934 -0.460
C -0.262 1.765 -0.679
C 1.828 1.162 -1.712
C 0.516 1.578 -1.819
O 3.666 0.448 -0.340
H 2.167 1.166 1.629
H -0.240 1.773 1.463
H 3.690 -0.226 0.349
H 2.456 1.031 -2.583
H -2.139 2.565 0.099
H -2.352 1.669 -1.388
H 0.164 1.760 -2.823
H -1.558 3.228 -1.454
C -0.529 -1.762 0.978
C -1.738 -1.402 0.118
C -0.449 -3.231 1.423
H 0.412 -1.433 0.537
H -0.669 -1.235 1.929
H -2.334 -2.312 -0.076
H -1.380 -3.518 1.921
H -0.334 -3.870 0.544
H -1.449 -0.999 -0.840
H -2.469 -0.784 0.636
H 0.335 -3.396 2.166
*
```

***

> Which of these has the lowest molar mass?

C5H4ClN

***

> What is the formula in the first record?

C5H4ClN

***

> Among the records above, which one has the highest molar mass?

C9H27ClI2LaP3